Entry 1:
DFT (wB97M-V/def2-TZVPD) results for 2 unconnected molecules or ions with the total composition C11H15N at a distorted geometry.

Each line ends with the natural charge from an NBO analysis.
Cartesian coordinates (Å):
C (-4.01547, 0.08167, 0.59201)  -0.612
C (-3.49267, -0.07315, -0.82189)  -0.616
H (-3.39351, -0.31405, 1.39794)  0.199
H (-4.01341, 1.15997, 0.78269)  0.202
H (-5.03032, -0.26973, 0.74541)  0.207
H (-2.40949, 0.01450, -0.88535)  0.216
H (-3.71524, -1.06186, -1.23784)  0.199
H (-3.85866, 0.65642, -1.54597)  0.206
C (3.81574, -1.29683, -0.89507)  -0.627
C (0.72632, -0.11155, 0.84004)  0.148
C (1.68430, 0.10330, -0.13356)  -0.107
C (2.63097, -0.98611, -0.05947)  -0.082
C (2.12245, -1.84832, 0.88256)  -0.039
C (-0.30281, 0.84752, 1.06614)  -0.247
C (-0.34742, 1.91034, 0.21885)  -0.210
C (0.70019, 2.18263, -0.73007)  -0.242
C (1.68259, 1.25440, -0.95305)  -0.177
N (0.93968, -1.32855, 1.42927)  -0.532
H (-1.16586, 0.43119, 1.57512)  0.212
H (-1.08814, 2.68839, 0.35710)  0.210
H (0.53587, -1.57839, 2.30396)  0.407
H (0.57086, 3.10489, -1.27903)  0.212
H (2.42874, -2.81031, 1.25920)  0.207
H (2.54888, 1.36050, -1.58891)  0.213
H (3.75416, -0.89607, -1.90796)  0.216
H (3.97809, -2.36318, -0.96970)  0.220
H (4.71416, -0.85760, -0.44243)  0.216

The SMILES is Cc1c[nH]c2ccccc12.CC. As for the net charge: 0. Its HOMO energy is -0.2912 hartree.



Entry 2:
DFT (wB97M-V/def2-TZVPD) results for 2 unconnected molecules or ions with the total composition C11H15N at a distorted geometry.

Each line ends with the natural charge from an NBO analysis.
Cartesian coordinates (Å):
C (0.07282, 3.62304, 1.03018)  -0.610
C (-0.37688, 2.44476, 1.87236)  -0.613
H (0.46326, 3.30008, 0.06523)  0.206
H (-0.77767, 4.25415, 0.77237)  0.205
H (0.79382, 4.22969, 1.56575)  0.205
H (-1.37287, 2.02433, 1.71580)  0.210
H (-0.45345, 2.73978, 2.92390)  0.198
H (0.30439, 1.59878, 1.83930)  0.200
C (2.02900, -0.12048, -2.10338)  -0.629
C (1.80550, -0.62997, 0.41838)  -0.036
C (1.36783, -0.60731, -0.86191)  -0.103
C (-0.13701, -1.72715, 0.47562)  0.134
C (0.08069, -1.28061, -0.84597)  -0.038
C (-1.31063, -2.39684, 0.80888)  -0.248
C (-0.93590, -1.37692, -1.79156)  -0.200
C (-2.27639, -2.53871, -0.16350)  -0.211
C (-2.14010, -1.96668, -1.43334)  -0.245
N (0.91540, -1.28660, 1.23809)  -0.534
H (2.62465, -0.03740, 0.76562)  0.211
H (0.97325, -1.29253, 2.23897)  0.412
H (3.02450, 0.24241, -1.87653)  0.218
H (1.52332, 0.67395, -2.64695)  0.214
H (-1.44412, -2.81240, 1.78200)  0.211
H (-0.77076, -0.86407, -2.72899)  0.207
H (-3.15196, -3.13885, -0.00980)  0.210
H (-2.87298, -2.13522, -2.19728)  0.211
H (2.04230, -0.91921, -2.85323)  0.219

The SMILES is Cc1c[nH]c2ccccc12.CC. As for the net charge: 0. Its HOMO energy is -0.2883 hartree.



Relative energy (zero: lowest compared OMol25 entry of this formula, charge and spin) in kJ/mol, matching the order above: 60.7; 42.8
LUMO in eV, matching the order above: 0.94; 0.89